Formula: C2H5NO
Source: OMol25
Level of theory: the ωB97M-V functional and the def2-TZVPD basis

Geometry as XYZ:
```
9
Properties=species:S:1:pos:R:3:forces:R:3
C -0.549325 -1.056915 -0.137851 -1.0437 0.3781 -1.2659
C 0.029847 1.192179 0.185958 4.8292 -0.6032 3.1183
N -0.109801 0.055583 -0.552552 -0.5015 -1.4103 -1.2404
O 0.184034 0.695766 1.839537 -2.1258 2.6006 -2.9608
H -0.488964 -1.859890 -0.918624 -0.2779 0.3924 1.1453
H -1.177056 -1.128838 0.772410 0.9767 -0.4125 -0.1289
H -0.640799 1.997760 0.231762 -1.6036 0.4238 0.0480
H 1.035997 1.660436 -0.240795 -1.6889 -0.7608 1.7133
H 0.968883 0.203964 1.983554 1.4353 -0.6080 -0.4290
```
Forces are in eV/Å.

## Properties
Molecular weight in g mol⁻¹: 59.07
LUMO level in eV: 0.770
HOMO energy in eV: -9.7
SMILES: C=NCO
Kohn-Sham gap in eV: 10.4
ΔE to the lowest compared entry with this formula, charge and spin in eV: 3.3007